This record from the OMol25 dataset describes 3 unconnected molecules or ions with the total composition C5H7NO. The level of theory is ωB97M-V/def2-TZVPD.

The value obtained for the HOMO-LUMO gap is 9.640 eV.

```
! RIJCOSX wB97M-V def2-TZVPD def2/J DEFGRID3
* xyz 0 1
C -0.08 1.50 0.37
C 1.08 0.56 0.51
C 0.07 -1.31 1.04
O -1.11 -1.24 0.74
C -1.38 -0.95 -1.63
N -0.52 -0.35 -2.11
C 0.82 1.01 -0.69
H -1.08 1.06 0.49
H 0.00 2.55 0.64
H 1.96 0.36 1.09
H 0.40 -1.09 2.07
H 0.82 -1.83 0.42
H -2.20 -1.53 -1.30
H 1.25 1.28 -1.64
*
```

Löwdin atomic charge list, values in e, 4 entries:
1. C -0.124
2. C -0.159
3. C -0.228
4. O -0.105


This record from the OMol25 dataset describes a molecular structure, C19H16CrIN2O. The level of theory is ωB97M-V/def2-TZVPD.

Its expectation value of S² is 0.86. The value obtained for the HOMO-LUMO gap (alpha / beta) is 7.570 / 6.730 eV.

```
! RIJCOSX wB97M-V def2-TZVPD def2/J DEFGRID3
* xyz 0 2
Cr -0.50 0.16 0.48
C -0.16 1.75 1.86
C 0.81 0.76 2.06
C 0.42 -0.59 2.25
C -0.94 -0.93 2.28
C -1.93 0.07 2.07
C -1.54 1.40 1.84
H 0.15 2.76 1.62
H 1.86 1.01 1.98
H 1.17 -1.36 2.31
H -1.23 -1.97 2.39
H -2.97 -0.20 2.01
H -2.29 2.15 1.61
I -1.89 -1.59 -0.93
C -0.38 -3.05 -1.27
C -0.89 -4.23 -1.73
C -0.08 -5.37 -1.82
C 1.21 -5.30 -1.38
C 1.75 -4.09 -0.89
C 3.09 -4.09 -0.41
C 3.64 -2.92 0.05
C 2.91 -1.73 -0.02
C 1.63 -1.66 -0.53
C 0.98 -2.89 -0.89
H -1.94 -4.31 -1.99
H -0.49 -6.29 -2.21
H 1.85 -6.17 -1.38
H 3.65 -5.01 -0.42
H 4.65 -2.91 0.44
H 3.36 -0.79 0.28
N 0.50 2.00 -1.54
C 0.26 2.91 -2.50
C -1.10 3.16 -2.49
C -1.61 2.32 -1.49
N -0.63 1.63 -0.92
H 1.30 1.39 -1.39
H 1.05 3.30 -3.11
H -1.64 3.84 -3.11
H -2.62 2.18 -1.15
O 1.05 -0.47 -0.73
*
```

Löwdin atomic charge list, values in e, 4 entries:
1. Cr 0.208
2. C -0.157
3. C -0.145
4. C -0.161


Going through the records in order, we get ΔE to the lowest compared entry with this formula, charge and spin values of 124.8 0.0 kcal/mol.